# 1
The following is a DFT calculation (wB97M-V/def2-TZVPD) of a structure of composition C26H37Cl3N4O5S5Ti at a distorted geometry.

```
81
Properties=species:S:1:pos:R:3:forces:R:3
Ti -0.1188 -0.2846 -0.1339 -0.47 3.42 -1.53
C -0.7418 3.1874 0.6853 0.08 -0.54 0.15
C -0.3449 3.5478 -0.7339 -0.01 -0.24 -0.22
S -0.3703 2.1258 -1.8823 0.09 -0.01 0.02
C 1.2359 2.3035 -2.7169 -0.26 -0.03 0.18
C 2.4218 2.1658 -1.7807 -0.14 -0.45 0.22
S 2.2819 0.6211 -0.8000 0.43 0.48 -0.02
C 2.7221 1.2176 0.8614 -0.10 -0.08 -0.15
C 1.7629 2.2162 1.4905 -0.17 -0.26 0.10
S 0.0058 1.6878 1.4491 0.10 1.24 -0.15
H -0.5220 4.0267 1.3450 -0.09 0.00 0.05
H -1.8142 2.9936 0.7504 -0.02 0.11 0.01
H -1.0438 4.2852 -1.1268 0.07 0.09 0.02
H 0.6550 3.9750 -0.7744 -0.01 0.02 0.02
H 1.2391 1.5006 -3.4551 0.02 0.07 -0.08
H 1.2418 3.2605 -3.2370 0.07 -0.04 -0.09
H 3.3414 2.1044 -2.3606 0.02 0.07 0.00
H 2.5055 3.0081 -1.0969 0.01 0.02 -0.02
H 2.7241 0.3072 1.4518 0.16 -0.02 0.07
H 3.7321 1.6244 0.8210 0.00 0.01 0.05
H 2.0165 2.3061 2.5461 0.06 0.09 -0.02
H 1.8133 3.2015 1.0307 0.03 0.01 0.01
O 0.8926 -0.3888 2.7729 0.01 -0.42 0.19
S 0.5157 -1.5069 1.9309 1.02 -0.36 1.89
O 0.5775 -2.8076 2.4923 -0.20 -0.26 -0.15
O -0.8827 -1.2018 1.3358 -0.46 -0.36 0.49
O 1.3004 -1.3853 0.6269 0.52 -0.87 0.48
C -5.0395 -0.7637 -0.9635 0.04 0.07 -0.08
C -4.2797 0.2396 -1.8269 -0.06 0.04 0.02
C -4.6485 0.0701 -3.2977 0.07 -0.02 0.06
C -4.5816 1.6780 -1.3810 0.01 -0.13 -0.03
N -2.8346 -0.0736 -1.7586 -0.25 -0.16 -0.08
N -2.2515 0.1229 -0.4736 -0.55 -0.08 0.05
H -6.1134 -0.6390 -1.1032 0.00 0.00 0.04
H -4.8272 -0.6249 0.0991 -0.04 -0.02 0.01
H -4.7677 -1.7813 -1.2465 -0.02 -0.06 -0.02
H -5.7242 0.1698 -3.4356 0.00 0.01 -0.01
H -4.3360 -0.9124 -3.6546 -0.02 0.00 0.00
H -4.1579 0.8316 -3.9094 0.00 -0.01 -0.02
H -5.5883 1.9569 -1.6909 -0.01 0.03 0.06
H -3.8826 2.3795 -1.8455 -0.03 0.03 -0.03
H -4.5383 1.7923 -0.2950 -0.01 0.04 0.00
H -2.3528 0.5439 -2.4014 0.11 0.02 -0.01
H -2.5775 -0.6341 0.1227 -0.17 0.02 0.06
H -2.5963 0.9856 -0.0520 -0.02 0.02 0.12
Cl -7.1919 -5.1491 -3.7327 -0.07 0.00 -0.04
C -5.5832 -5.2753 -3.1244 0.19 -0.01 0.09
C -4.7514 -4.1690 -3.1370 -0.02 0.11 -0.02
C -3.4737 -4.2728 -2.6133 -0.09 0.01 0.08
C -2.9863 -5.4669 -2.0858 0.05 -0.07 0.21
C -1.5936 -5.5838 -1.4981 0.00 0.36 -0.09
C -0.4764 -4.9999 -2.3936 -0.05 -0.41 0.24
N -0.3750 -3.5443 -2.4279 -0.10 0.13 0.24
C -0.4757 -2.7402 -3.5350 -0.04 0.19 -0.17
C -0.3510 -1.4599 -3.0987 -0.04 -0.02 -0.03
N -0.1581 -1.4657 -1.7364 0.23 -1.51 -1.31
C -0.1607 -2.7476 -1.3691 -0.01 -0.12 -0.41
O -1.3900 -5.0660 -0.1799 -0.10 -0.11 -0.09
C -2.3782 -4.3083 0.5183 0.03 0.13 -0.08
C -3.5696 -5.0618 1.0410 0.25 -0.22 -0.18
C -3.5030 -6.2161 1.7671 -0.31 0.06 -0.04
Cl -2.0908 -7.0529 2.2393 0.05 -0.05 0.01
S -5.0595 -6.7883 2.2370 0.20 0.14 -0.13
C -5.8187 -5.4589 1.4651 -0.07 -0.14 0.14
C -4.9175 -4.6298 0.8822 0.01 0.01 -0.13
C -3.8396 -6.5770 -2.1298 0.02 0.29 -0.11
Cl -3.3217 -8.1375 -1.6027 0.02 -0.11 0.19
C -5.1293 -6.4834 -2.6277 -0.10 -0.08 -0.02
H -5.1032 -3.2360 -3.5560 -0.02 0.00 0.03
H -2.8586 -3.3833 -2.6090 0.05 0.03 0.02
H -1.3591 -6.6480 -1.4475 0.02 0.04 0.05
H -0.6249 -5.3577 -3.4103 0.10 0.07 -0.06
H 0.4691 -5.3896 -2.0171 0.01 0.02 -0.05
H -0.6183 -3.1344 -4.5260 -0.03 -0.05 0.03
H -0.3862 -0.5474 -3.6686 -0.02 -0.01 -0.02
H 0.0043 -3.1090 -0.3720 0.01 -0.19 0.01
H -2.7274 -3.4676 -0.0971 -0.04 -0.04 0.03
H -1.8201 -3.8922 1.3591 0.06 0.04 -0.02
H -6.8925 -5.3645 1.4927 0.02 0.01 -0.02
H -5.1964 -3.7327 0.3461 0.01 0.00 -0.04
H -5.7704 -7.3536 -2.6305 0.01 0.01 -0.01
```
Positions in Å, forces in eV/Å.

Results
⟨S²⟩	0.753
net charge	+1
Kohn-Sham gap (spin up / spin down)	8.1 / 8.3	eV
multiplicity	2

***

# 2
The following is a DFT calculation (wB97M-V/def2-TZVPD) of a structure of composition C26H37Cl3N4O5S5Ti at a distorted geometry.

```
81
Properties=species:S:1:pos:R:3:forces:R:3
Ti 0.1161 -1.8173 -0.1039 1.86 0.95 -0.37
C 3.1926 0.0778 -0.8993 0.18 0.09 0.13
C 3.3608 0.2479 0.6119 0.34 0.06 -0.23
S 1.7820 0.2827 1.4474 -0.62 -0.03 -0.01
C 2.0248 -0.6868 2.9356 0.06 -0.24 0.04
C 2.6987 -2.0470 2.7513 -0.01 0.15 0.17
S 2.1424 -3.0622 1.3587 -0.52 -0.23 -0.23
C 3.6223 -3.1639 0.3338 0.28 0.04 -0.18
C 3.4421 -2.7478 -1.1300 0.10 -0.09 0.13
S 2.3222 -1.3883 -1.4759 -0.19 0.06 -0.35
H 4.1687 0.0635 -1.3864 0.02 0.06 0.02
H 2.6387 0.9170 -1.3218 -0.06 -0.03 0.02
H 3.8760 1.1925 0.7872 0.07 0.00 -0.02
H 3.9834 -0.5382 1.0295 0.01 -0.03 -0.03
H 1.0083 -0.8194 3.3053 -0.03 -0.02 -0.01
H 2.5722 -0.1164 3.6851 0.06 0.00 0.00
H 2.5296 -2.6352 3.6513 0.00 -0.01 0.04
H 3.7769 -1.9506 2.6449 0.04 0.05 0.05
H 3.9664 -4.1975 0.3480 0.00 -0.01 -0.01
H 4.3924 -2.5665 0.8146 0.06 0.00 -0.02
H 3.0236 -3.5824 -1.6855 -0.03 0.01 -0.03
H 4.4035 -2.5006 -1.5838 0.02 -0.05 0.05
O -2.1257 -3.7855 1.4053 0.14 0.23 -0.18
S -2.0532 -2.3579 1.1878 -0.68 -0.32 0.74
O -3.0382 -1.5404 1.8156 0.12 0.14 -0.16
O -0.6006 -1.8947 1.6180 -0.71 -0.35 0.73
O -1.8834 -2.0680 -0.3022 0.02 -0.33 0.16
C -0.9431 -6.4673 -1.4910 -0.01 -0.01 -0.13
C 0.4354 -6.2230 -0.8765 0.06 0.16 -0.07
C 1.4730 -7.1359 -1.5121 0.08 -0.12 -0.05
C 0.3901 -6.4390 0.6290 0.02 0.01 0.16
N 0.9411 -4.8385 -1.1496 -0.04 0.02 0.04
N -0.0473 -3.8230 -0.8806 -0.40 -0.56 -0.06
H -1.2049 -7.5218 -1.3974 0.01 0.03 0.00
H -0.9476 -6.2226 -2.5593 -0.01 -0.02 0.05
H -1.7335 -5.9011 -0.9926 0.04 0.00 0.00
H 1.2148 -8.1792 -1.3280 0.02 0.03 -0.01
H 2.4653 -6.9529 -1.0925 -0.07 0.01 -0.01
H 1.5210 -6.9936 -2.5971 -0.02 -0.01 0.06
H 0.0949 -7.4684 0.8403 0.01 0.04 -0.01
H -0.3415 -5.7942 1.1268 0.03 -0.02 -0.03
H 1.3714 -6.2612 1.0750 -0.06 -0.01 -0.03
H 1.1264 -4.7841 -2.1483 0.00 0.06 0.02
H -0.5187 -4.1135 -0.0098 -0.04 -0.17 0.02
H -0.8212 -3.8754 -1.5478 0.03 0.03 0.00
Cl -0.3722 7.0663 -3.9981 -0.04 -0.07 0.08
C -1.0041 6.0712 -2.7230 0.08 0.13 -0.16
C -0.1948 5.1117 -2.1386 0.00 -0.06 0.09
C -0.7090 4.3453 -1.1055 0.11 -0.01 0.02
C -2.0142 4.5047 -0.6493 0.13 0.09 -0.01
C -2.5267 3.6454 0.4876 -0.13 -0.10 0.00
C -3.0943 2.3370 -0.0306 0.03 -0.37 -0.39
N -2.0637 1.4801 -0.6352 -0.33 0.37 -0.27
C -1.8218 1.3264 -1.9921 -0.26 0.16 0.35
C -0.7819 0.4745 -2.0904 0.38 -0.24 0.24
N -0.3613 0.1145 -0.8115 -0.33 0.41 -0.52
C -1.1752 0.7523 0.0283 0.14 0.04 -0.18
O -1.5112 3.3039 1.4033 0.20 0.12 -0.04
C -1.3137 4.2427 2.4775 -0.03 -0.05 0.04
C -1.5121 5.6713 2.0895 0.34 0.15 0.05
C -2.6476 6.3932 2.3052 -0.10 -0.15 0.10
Cl -4.0649 5.8697 3.1230 0.00 -0.06 -0.08
S -2.5600 7.9810 1.6995 -0.06 0.33 -0.03
C -0.9533 7.7353 1.1666 0.09 -0.03 -0.04
C -0.5222 6.4784 1.4413 -0.02 -0.11 -0.04
C -2.7990 5.4579 -1.2866 -0.21 -0.01 0.01
Cl -4.4685 5.6718 -0.8286 0.12 -0.04 0.03
C -2.3103 6.2535 -2.3115 -0.06 -0.01 0.03
H 0.8235 4.9842 -2.4823 -0.04 -0.01 0.03
H -0.0741 3.6171 -0.6122 -0.04 0.03 0.00
H -3.3545 4.1399 0.9988 -0.01 0.12 -0.06
H -3.8289 2.5335 -0.8099 -0.08 0.02 0.06
H -3.5751 1.7841 0.7721 0.04 -0.08 0.06
H -2.4079 1.8359 -2.7386 0.02 -0.02 0.06
H -0.3024 0.0978 -2.9774 0.03 -0.04 0.01
H -1.1617 0.6926 1.1033 0.01 -0.05 0.00
H -0.2875 4.0820 2.8007 0.04 -0.01 0.05
H -1.9798 3.9753 3.2992 -0.06 0.02 0.01
H -0.4121 8.5369 0.6865 -0.04 -0.06 0.02
H 0.4669 6.1161 1.1874 -0.08 0.02 0.02
H -2.9422 6.9964 -2.7792 0.03 -0.03 0.03
```
Positions in Å, forces in eV/Å.

Results
⟨S²⟩	0.753
net charge	+1
Kohn-Sham gap (spin up / spin down)	8.2 / 8.6	eV
multiplicity	2

***

# 3
The following is a DFT calculation (wB97M-V/def2-TZVPD) of a structure of composition C26H37F2GaNO3 at a distorted geometry.

```
70
Properties=species:S:1:pos:R:3:forces:R:3
C -0.5367 3.9065 2.1282 -0.68 -0.39 -0.15
C -1.4029 2.8812 3.0171 -2.16 2.72 1.51
O -2.2296 3.3938 3.8062 2.85 -2.43 -2.41
O -1.2694 1.4674 2.9518 -0.32 0.71 -0.90
C -1.9680 0.9272 1.8277 -1.73 1.10 -3.14
O -2.4896 1.7725 1.0470 1.71 -2.53 3.02
C -2.0793 -0.6436 1.5119 0.19 0.97 1.91
Ga -2.4135 -0.8475 -0.5206 -0.10 -0.08 -0.67
N -4.0836 0.0187 -0.9935 0.01 -0.41 0.13
C -2.4668 -2.7929 -1.1954 0.28 -0.60 -0.52
C -1.2562 -3.7076 -0.6727 -0.38 -1.18 -0.37
C -0.3421 -4.3121 -1.8717 -0.05 0.34 0.23
C -0.9226 -5.6790 -2.4687 0.37 0.31 -0.60
C 1.1736 -4.5139 -1.4067 -0.05 -0.24 0.12
C 2.0834 -5.3794 -2.3997 1.07 0.24 -0.58
C 2.0282 -4.9303 -3.9247 0.95 2.05 -0.68
C 2.5086 -3.6850 -4.4207 -1.29 -3.02 1.17
C 2.1431 -3.3393 -5.9482 0.75 -0.20 0.77
C 3.3820 -2.7443 -3.4739 -0.30 0.23 -1.01
H 0.5412 3.9971 2.4775 -1.32 -0.49 -0.57
H -1.0062 4.9528 2.2109 0.53 -1.79 0.19
H -0.6601 3.5934 1.0412 0.58 0.22 1.41
H -1.1790 -1.2258 1.9029 -1.16 0.91 -0.27
H -3.0221 -1.0485 2.0402 1.40 0.79 -0.54
H -1.2195 -0.1003 -1.2865 0.33 0.09 -0.04
H -4.4654 0.5011 -0.1728 0.26 0.21 -0.83
H -3.8904 0.6609 -1.7696 -0.33 0.02 0.80
H -2.3811 -2.7387 -2.3453 -0.25 0.00 1.61
H -3.4984 -3.2331 -0.9748 1.43 0.31 -0.23
H -1.7353 -4.6307 -0.1742 0.92 1.26 -0.35
H -0.5809 -3.1978 0.1048 -0.93 -0.59 -1.14
H -0.3532 -3.5366 -2.7181 0.10 -1.05 1.18
H -0.4168 -6.5867 -2.0000 -0.79 1.12 -0.41
H -2.0534 -5.7748 -2.3835 1.45 0.26 0.03
H -0.6575 -5.6955 -3.5868 -0.44 -0.18 1.55
H 1.6748 -3.4970 -1.2513 -0.80 -1.33 -0.25
H 1.2029 -5.0325 -0.3798 -0.15 0.65 -1.41
H 1.9116 -6.5127 -2.3244 -0.04 1.74 -0.09
H 3.1749 -5.2236 -2.0560 -1.51 -0.27 -0.42
H 1.6133 -5.6713 -4.6953 0.32 1.23 1.30
H 1.0476 -3.0472 -6.0870 1.56 -0.16 0.41
H 2.3075 -4.2695 -6.6025 -0.09 1.40 0.96
H 2.8371 -2.4974 -6.2759 -1.06 -1.06 0.10
H 3.8532 -1.9400 -4.1383 -0.64 -1.13 1.13
H 4.2217 -3.3255 -2.9614 -1.15 0.62 -0.79
H 2.7854 -2.2339 -2.6473 0.62 -0.62 -1.23
F -3.6220 5.1539 9.1624 -0.04 -0.07 0.19
C -3.3597 5.7913 8.0082 0.18 0.37 -0.77
C -3.1314 7.1583 8.0233 -0.01 0.07 0.22
C -2.8550 7.8172 6.8300 -0.03 -0.30 -0.14
C -2.8207 7.1033 5.6346 -0.01 0.06 0.11
C -3.0566 5.7311 5.6311 -0.06 0.26 0.01
C -3.3222 5.0701 6.8254 -0.05 -0.13 0.11
H -3.1704 7.6981 8.9624 0.00 -0.06 -0.02
H -2.6671 8.8856 6.8312 -0.03 -0.09 0.05
H -2.6093 7.6191 4.7034 -0.03 -0.06 0.08
H -3.0337 5.1767 4.6985 0.03 0.04 0.26
H -3.4994 4.0012 6.8426 0.01 0.05 -0.02
F 5.0392 -0.0789 -3.7063 0.22 0.01 -0.16
C 4.4905 0.7201 -2.7778 -0.39 0.53 0.62
C 3.5844 1.6935 -3.1671 -0.01 -0.01 -0.18
C 3.0119 2.5179 -2.2044 0.23 -0.18 0.18
C 3.3600 2.3665 -0.8649 -0.01 0.06 0.01
C 4.2746 1.3889 -0.4863 -0.13 0.11 -0.26
C 4.8393 0.5567 -1.4469 0.14 -0.14 -0.01
H 3.3315 1.8018 -4.2152 0.01 -0.06 0.05
H 2.2958 3.2775 -2.4974 0.06 -0.11 0.00
H 2.9158 3.0129 -0.1152 0.02 -0.09 -0.07
H 4.5477 1.2746 0.5571 -0.03 -0.04 -0.11
H 5.5463 -0.2160 -1.1689 -0.03 0.02 -0.06
```
Positions in Å, forces in eV/Å.

Results
net charge	-1
Kohn-Sham gap	6.8	eV